Density functional theory data (wB97M-V/def2-TZVPD) for 2 unconnected molecules or ions with the total composition C3H5NOS at a distorted geometry.

Structure (XYZ):
```
11
Properties=species:S:1:pos:R:3:nbo_charge:R:1
S -0.209 0.004 0.613 1.40
O -1.369 0.726 1.134 -0.94
N 1.545 -0.736 2.262 -0.37
C -1.512 -1.613 -1.446 -0.15
C -0.994 -0.896 -0.682 -0.30
C 0.734 1.177 -0.520 -0.83
H 1.039 -0.719 3.079 0.23
H 0.117 1.930 -1.209 0.26
H 1.501 1.711 0.122 0.25
H 1.278 0.530 -1.306 0.24
H -2.129 -2.116 -2.047 0.22
```

Properties
Strongest force on any atom = 4.16 eV/Å
Gap between HOMO and LUMO (spin up / spin down) = 8.35 / 8.29 eV
Multiplicity = 1
Total charge = 0
Relative energy (zero: lowest compared OMol25 entry of this formula, charge and spin) = 206.5 kcal per mole

Density functional theory data (wB97M-V/def2-TZVPD) for C4H6O2 in the gas phase at a distorted geometry.

Structure (XYZ):
```
12
Properties=species:S:1:pos:R:3:nbo_charge:R:1
O 1.436 -0.624 -1.672 -0.54
O 0.128 1.369 2.054 -0.72
C -0.725 -0.768 -0.734 -0.36
C 0.217 -0.795 -1.832 0.39
C 0.693 0.419 1.145 -0.13
C -0.555 -0.168 0.467 -0.07
H 1.344 0.837 0.357 0.21
H -0.286 2.146 1.500 0.47
H -1.692 -0.978 -1.219 0.21
H -1.417 0.030 1.068 0.21
H -0.333 -1.064 -2.882 0.11
H 1.191 -0.404 1.750 0.21
```

Properties
Strongest force on any atom = 3.13 eV/Å
Gap between HOMO and LUMO = 9.79 eV
Multiplicity = 1
Total charge = 0
Relative energy (zero: lowest compared OMol25 entry of this formula, charge and spin) = 55.4 kcal per mole

Density functional theory data (wB97M-V/def2-TZVPD) for C20H25N3O4S2 in the gas phase at a distorted geometry.

Structure (XYZ):
```
54
Properties=species:S:1:pos:R:3:nbo_charge:R:1
S -0.902 -0.278 -2.264 -0.23
S 4.214 -1.148 0.485 2.34
O 4.439 -1.620 1.819 -0.94
O -6.412 -1.165 1.453 -0.49
O -4.557 2.709 -0.596 -0.51
O 5.142 -1.496 -0.548 -0.93
N 2.723 -1.748 0.016 -0.67
N 0.061 -2.218 -0.754 -0.44
N -1.983 -1.398 -0.102 -0.59
C 0.514 -2.564 0.581 -0.22
C 3.172 4.813 0.475 -0.63
C -3.200 0.709 -0.388 -0.39
C -7.635 -0.500 1.657 -0.25
C 4.181 1.348 -0.652 -0.17
C -0.939 -1.308 -0.972 0.30
C 1.664 -1.630 0.984 -0.25
C 3.914 2.705 -0.656 -0.21
C 3.515 1.231 1.657 -0.13
C -4.379 1.418 -0.212 0.43
C 2.306 -1.418 -1.327 -0.26
C -5.483 0.823 0.401 -0.41
C -4.227 -1.210 0.645 -0.33
C 3.252 2.591 1.646 -0.22
C -3.511 3.355 -1.285 -0.25
C -3.137 -0.618 0.024 0.20
C -5.405 -0.489 0.835 0.35
C 3.979 0.624 0.507 -0.38
C 1.143 -2.332 -1.713 -0.23
C 3.443 3.341 0.491 0.01
H -0.288 -2.478 1.314 0.21
H 0.768 -2.067 -2.702 0.26
H 2.894 3.073 2.544 0.21
H 3.386 0.636 2.547 0.23
H 4.559 0.842 -1.526 0.24
H 2.593 5.114 1.344 0.22
H -7.513 0.377 2.301 0.18
H -2.044 -2.268 0.411 0.40
H 0.876 -3.595 0.562 0.21
H -2.628 3.478 -0.650 0.18
H 1.978 -0.369 -1.400 0.20
H -6.371 1.420 0.515 0.23
H 1.478 -3.372 -1.709 0.20
H -8.284 -1.222 2.151 0.20
H -3.232 2.809 -2.191 0.19
H -4.192 -2.234 0.983 0.21
H 2.078 -1.915 1.951 0.24
H 4.113 5.362 0.483 0.23
H 2.632 5.094 -0.427 0.22
H 3.162 -1.578 -1.981 0.24
H -8.089 -0.194 0.710 0.18
H 1.282 -0.596 1.037 0.19
H 4.071 3.281 -1.556 0.22
H -3.900 4.335 -1.556 0.20
H -2.341 1.161 -0.848 0.25
```

Properties
Strongest force on any atom = 1.08 eV/Å
Gap between HOMO and LUMO = 8.55 eV
Multiplicity = 1
Total charge = 0
Relative energy (zero: lowest compared OMol25 entry of this formula, charge and spin) = 23.0 kcal per mole

Density functional theory data (wB97M-V/def2-TZVPD) for a molecular structure, C22H24BN3O3OsS2Se2 at a distorted geometry.

Structure (XYZ):
```
58
Properties=species:S:1:pos:R:3:mulliken_spin:R:1
Os 1.235 -0.504 -0.226 1.58
Se -0.777 0.743 -1.553 0.11
Se -0.210 0.355 -3.763 0.02
S -0.243 -1.879 0.825 0.51
S 1.617 -2.058 -1.789 0.27
O 2.937 1.642 -1.674 0.33
O 0.329 3.313 2.119 0.00
O 0.724 1.198 1.315 0.08
N 2.502 0.876 -0.928 0.65
N 0.214 3.130 -0.310 0.02
N -1.739 -1.551 -2.445 0.01
C 1.295 -0.082 3.437 -0.01
C -2.445 -3.652 -3.344 0.00
C 0.706 4.409 -0.298 0.00
C 0.634 -3.416 -1.217 0.09
C -1.074 0.666 2.920 0.00
C 2.320 2.666 3.567 0.00
C -0.127 -3.325 -0.050 0.03
C -0.291 3.435 -2.635 0.00
C -0.056 -5.694 -1.331 0.12
C -1.255 -1.279 -3.682 0.00
C -2.057 -3.285 -4.629 0.00
C 0.384 1.064 2.848 0.02
C 0.178 4.730 -2.573 0.00
C -1.411 -2.083 -4.828 0.01
C -2.342 -2.723 -2.304 0.00
C -0.123 2.931 4.492 0.00
C 0.641 -4.661 -1.828 0.00
C -0.313 2.596 -1.477 0.01
C 0.730 2.496 3.270 0.01
C -0.821 -4.416 0.563 0.10
C -0.736 -5.620 -0.108 -0.01
C 0.697 5.233 -1.413 0.01
B 0.404 2.543 1.034 0.03
H 0.084 2.438 5.452 0.00
H 1.215 -4.749 -2.728 0.00
H -1.225 -0.319 2.544 -0.01
H 1.266 -0.192 4.542 0.00
H -1.318 0.727 3.986 0.00
H -0.168 -6.648 -2.012 0.00
H 1.077 6.261 -1.422 0.00
H -2.601 -2.977 -1.316 0.00
H 1.118 4.734 0.650 0.00
H -0.660 3.058 -3.586 0.00
H 1.081 -1.001 2.886 -0.01
H -1.464 -4.211 1.401 0.00
H 2.563 3.735 3.659 0.00
H 2.343 0.115 3.284 0.00
H 0.000 5.319 -3.457 0.00
H -1.631 1.309 2.247 0.00
H -1.288 -6.482 0.278 0.00
H -2.913 -4.606 -3.197 0.00
H 2.857 2.226 2.773 0.00
H -1.094 -1.694 -5.815 0.00
H 2.563 2.156 4.503 0.00
H 0.174 4.028 4.581 0.00
H -2.353 -3.953 -5.488 0.00
H -1.153 2.926 4.252 0.00
```

Properties
Strongest force on any atom = 3.88 eV/Å
Gap between HOMO and LUMO (spin up / spin down) = 6.21 / 5.67 eV
Multiplicity = 5
Total charge = +2

Density functional theory data (wB97M-V/def2-TZVPD) for C16H21N3OS in the gas phase at a distorted geometry.

Structure (XYZ):
```
42
Properties=species:S:1:pos:R:3:nbo_charge:R:1
S -0.324 -2.897 -1.151 0.25
O -1.768 -0.307 0.527 -0.55
N -0.545 -0.405 -2.290 -0.36
N -2.377 -0.639 -3.461 -0.30
N -2.126 -1.813 -2.878 -0.27
C 1.367 0.299 3.196 0.06
C -1.397 1.648 -3.486 -0.26
C -1.041 -1.676 -2.174 0.13
C 0.629 0.139 -1.674 -0.42
C -1.954 1.845 -4.894 -0.59
C -1.423 -2.640 0.302 -0.61
C 3.511 -0.508 4.234 -0.64
C 1.064 -2.134 1.850 -0.18
C 0.105 -1.134 1.694 -0.19
C 2.323 -0.712 3.350 -0.01
C 1.513 1.606 3.913 -0.65
C -1.093 -1.267 0.841 0.57
C 0.281 0.074 2.370 -0.18
C -2.214 2.438 -2.458 -0.59
C -1.444 0.208 -3.114 0.35
C 2.155 -1.910 2.666 -0.21
H 4.100 0.344 3.893 0.22
H -1.861 2.244 -1.447 0.21
H 1.276 0.589 -2.430 0.21
H 1.167 -0.667 -1.175 0.24
H -2.450 -2.682 -0.059 0.26
H 2.898 -2.688 2.777 0.21
H -0.355 1.988 -3.452 0.20
H 4.147 -1.389 4.239 0.22
H -2.140 3.504 -2.658 0.21
H -1.217 -3.446 1.000 0.24
H -0.470 0.841 2.238 0.23
H 0.983 -3.070 1.322 0.22
H -1.980 2.903 -5.142 0.20
H 1.535 1.450 4.991 0.22
H 0.685 2.269 3.676 0.22
H -2.959 1.438 -4.947 0.23
H -3.257 2.139 -2.516 0.22
H -1.337 1.328 -5.625 0.21
H 0.355 0.895 -0.936 0.22
H 2.444 2.096 3.631 0.22
H 3.195 -0.300 5.256 0.22
```

Properties
Strongest force on any atom = 1.16 eV/Å
Gap between HOMO and LUMO = 8.94 eV
Multiplicity = 1
Total charge = 0
Relative energy (zero: lowest compared OMol25 entry of this formula, charge and spin) = 26.7 kcal per mole

Density functional theory data (wB97M-V/def2-TZVPD) for a molecular structure, C23H37N3O2PPdS2.

Structure (XYZ):
```
69
Properties=species:S:1:pos:R:3:nbo_charge:R:1
Pd 1.015 0.508 -0.514 0.60
S -1.385 0.352 1.561 -0.39
S 2.336 -1.276 0.186 0.40
P -0.347 -0.712 -1.862 1.10
O 2.335 1.774 0.461 -0.82
O 3.504 2.163 -1.419 -0.63
N -2.643 1.595 3.557 -0.43
N -0.120 2.279 -0.863 -0.80
N -0.354 1.472 3.753 -0.43
C -2.878 1.591 4.999 -0.41
C -1.463 1.196 3.031 0.36
C 2.349 -1.282 -4.836 -0.20
C 0.601 -1.482 -3.196 -0.31
C -2.905 -3.989 0.086 -0.17
C 1.852 3.764 -0.734 -0.54
C 0.920 0.848 3.429 -0.42
C -1.376 -1.984 -1.099 -0.42
C 2.060 -2.562 -5.293 -0.18
C -1.610 -3.752 0.524 -0.19
C 2.669 2.488 -0.594 0.77
C -0.244 2.680 4.563 -0.41
C -3.858 1.550 2.759 -0.40
C 3.854 -0.543 0.824 -0.73
C -3.439 -3.222 -0.939 -0.22
C 0.439 3.504 -0.231 -0.22
C -0.852 -2.751 -0.060 -0.18
C 3.073 -2.214 -1.161 -0.75
C 1.044 -3.301 -4.705 -0.19
C 0.308 -2.761 -3.659 -0.24
C -2.680 -2.225 -1.532 -0.13
C -1.498 0.344 -2.795 -0.96
C 1.628 -0.743 -3.784 -0.22
H -2.037 -0.258 -3.526 0.26
H 4.304 0.096 0.068 0.26
H 3.804 -2.888 -0.719 0.24
H 2.631 -2.985 -6.109 0.23
H -3.121 -1.643 -2.328 0.21
H -0.221 4.349 -0.440 0.20
H -4.261 0.536 2.698 0.21
H -4.594 2.202 3.229 0.21
H 1.888 0.240 -3.400 0.23
H 0.823 -4.298 -5.060 0.23
H -0.918 1.079 -3.355 0.25
H 0.451 3.326 0.842 0.22
H 1.415 1.357 2.597 0.22
H -1.116 3.312 4.419 0.22
H -1.002 2.046 -0.407 0.42
H -3.739 0.954 5.209 0.21
H 0.766 -0.196 3.167 0.23
H -2.213 0.841 -2.139 0.25
H 1.875 4.106 -1.769 0.23
H -3.087 2.591 5.380 0.21
H -0.137 2.455 5.625 0.21
H 3.146 -0.708 -5.291 0.23
H 2.301 -2.796 -1.657 0.24
H 2.313 4.541 -0.121 0.25
H -0.304 2.465 -1.844 0.39
H -2.019 1.180 5.522 0.22
H -0.484 -3.339 -3.198 0.23
H 0.144 -2.558 0.319 0.22
H 3.604 0.059 1.691 0.26
H 0.639 3.235 4.240 0.21
H -1.193 -4.338 1.332 0.23
H 1.555 0.903 4.314 0.21
H 3.552 -1.545 -1.871 0.24
H -3.660 1.901 1.751 0.22
H -4.449 -3.398 -1.282 0.23
H -3.499 -4.766 0.547 0.23
H 4.505 -1.369 1.106 0.23
```

Properties
Strongest force on any atom = 0.22 eV/Å
Gap between HOMO and LUMO = 7.53 eV
Multiplicity = 1
Total charge = +1
Relative energy (zero: lowest compared OMol25 entry of this formula, charge and spin) = 0.0 kcal per mole

no.,E_tot (eV)
1,-17556.31393
2,-8338.05930
3,-55475.94389
4,-189307.82418
5,-34286.16005
6,-67452.56719